Record 1
A cluster of 3 separate species, C20H32FN3O5P2S in total. Source: the Open Molecules 2025 dataset; level of theory: wB97M-V/def2-TZVPD.

Properties
DFT total energy	-2502.0194	Eh
structure (SMILES)	CCP(CC)C1=C(CCO)C(=O)C([PH2]=N)=C(S(=O)(=O)F)C1=O.CCCC#N.CCCC#N

Each line ends with the Löwdin charge.
Geometry (Å):
C: -3.4393 -2.3145 1.6449  -0.18
C: -1.9257 -2.0704 2.2822  -0.45
P: -0.5012 -2.6861 1.1682  0.95
C: -1.1639 -3.6223 -0.3820  -0.44
C: 0.0172 -4.2041 -1.3608  -0.19
C: 0.5833 -1.2670 0.4932  -0.21
C: 0.0466 0.0294 -0.0866  -0.04
C: -1.5720 0.3195 -0.1407  -0.11
C: -1.9600 1.7045 -0.9282  -0.22
O: -1.7938 2.8323 0.0477  -0.15
C: 1.1881 1.0778 -0.6522  -0.17
O: 1.1597 2.4076 -0.5348  -0.02
C: 2.5024 0.3630 -1.3996  -0.17
P: 3.1671 1.2656 -2.9526  0.75
N: 2.8052 0.3858 -4.2858  -0.33
C: 3.0357 -0.8976 -0.8149  -0.15
S: 4.5305 -1.7442 -1.5600  0.88
O: 5.2125 -2.7607 -0.5702  -0.34
O: 4.2794 -2.4434 -2.9182  -0.33
F: 5.7505 -0.5241 -1.8439  -0.28
C: 2.2413 -1.4740 0.5394  -0.18
O: 2.9055 -2.0083 1.5672  -0.01
H: -3.6533 -1.6682 0.6853  0.06
H: -3.6923 -3.4512 1.4701  0.08
H: -4.1987 -1.9192 2.4726  0.09
H: -1.7558 -0.9575 2.6425  0.07
H: -1.8949 -2.7471 3.2652  0.06
H: -1.8274 -2.8582 -0.9840  0.07
H: -1.8807 -4.5101 -0.0573  0.09
H: 0.3504 -3.4265 -2.1948  0.09
H: 0.9394 -4.5548 -0.7125  0.08
H: -0.3596 -5.1606 -1.9549  0.08
H: -2.1205 -0.6414 -0.5240  0.10
H: -1.9200 0.4663 0.9903  0.13
H: -3.1049 1.6629 -1.1683  0.13
H: -1.2739 1.9028 -1.8653  0.08
H: -1.2336 3.5416 -0.4273  0.08
H: 4.5799 1.5230 -2.8403  0.01
H: 2.4780 2.5307 -3.0948  0.02
H: 2.1684 0.9662 -4.9092  -0.02
C: 2.3677 -3.3455 4.1723  -0.12
C: 2.1483 -3.1541 5.6672  -0.27
C: 0.6864 -3.3084 6.0853  -0.19
C: -0.1671 -2.2476 5.5344  -0.21
N: -0.8434 -1.4122 5.0965  0.15
H: 1.8518 -2.5764 3.5895  0.04
H: 3.4349 -3.2814 3.9381  0.08
H: 2.0074 -4.3263 3.8448  0.08
H: 2.5260 -2.1678 5.9640  0.11
H: 2.7464 -3.9000 6.2042  0.11
H: 0.6279 -3.2781 7.1798  0.12
H: 0.3100 -4.2896 5.7749  0.12
C: -2.2569 6.9666 -4.6172  -0.11
C: -2.8828 6.5553 -3.2911  -0.27
C: -1.9018 5.8487 -2.3564  -0.19
C: -1.4680 4.5475 -2.8819  -0.20
N: -1.1213 3.5209 -3.2978  0.16
H: -1.9337 6.0957 -5.1955  0.07
H: -2.9848 7.5167 -5.2216  0.07
H: -1.3896 7.6159 -4.4576  0.08
H: -3.7511 5.9137 -3.4857  0.12
H: -3.2570 7.4559 -2.7897  0.11
H: -2.3884 5.6948 -1.3859  0.12
H: -1.0303 6.4880 -2.1759  0.13

Cartesian forces, eV/Å:
-0.5 0.8 0.9
-1.7 -0.1 0.4
1.1 -0.9 0.5
-1.1 0.5 -1.5
0.2 -0.4 -0.2
-0.4 4.3 -2.4
1.9 -3.0 1.1
0.7 0.6 1.0
0.1 -0.3 0.7
1.0 0.1 -2.5
-0.3 4.2 0.8
0.2 -8.2 -1.0
0.8 -2.6 2.7
-1.4 -1.1 -3.0
-0.2 1.9 1.2
-2.5 4.1 -0.7
3.7 -6.9 -1.1
-3.1 5.1 -3.3
0.3 3.9 5.0
-2.7 -1.7 0.6
2.4 -2.2 3.9
-4.4 3.5 -7.0
0.5 -1.5 1.8
0.7 2.3 0.2
1.5 -0.9 -1.8
-0.4 -2.4 -0.8
0.2 1.6 -2.3
1.1 -1.7 0.9
1.6 2.0 -0.3
-0.6 -1.5 2.0
-1.8 0.8 -1.4
0.6 2.1 1.4
1.2 1.9 0.4
0.7 -0.2 -2.5
2.2 0.0 0.1
-1.7 -0.7 1.9
-1.2 -1.9 1.2
-0.9 -0.2 0.7
0.7 -0.6 1.1
1.0 -1.0 1.2
0.0 0.1 0.1
0.5 -0.1 -0.2
0.2 0.0 0.4
-0.8 0.8 -0.5
1.0 -1.0 0.7
0.1 -0.2 0.1
-0.2 0.0 0.0
0.0 0.1 0.0
-0.1 -0.2 0.1
-0.2 0.1 0.1
-0.2 0.1 -0.2
-0.1 0.2 -0.1
0.0 0.0 -0.1
-0.2 0.2 -0.4
-0.3 0.1 0.3
0.5 -1.0 -0.4
-0.4 1.5 0.4
0.0 0.1 0.1
0.1 -0.1 0.1
-0.1 -0.1 0.0
0.2 0.1 0.2
0.1 -0.2 0.1
0.2 -0.2 -0.1
0.0 -0.2 -0.1

---

Record 2
A structure of composition C2H2CuFLiMgO. Source: the Open Molecules 2025 dataset; level of theory: wB97M-V/def2-TZVPD.

Properties
total charge	+1
DFT total energy	-2100.2100	Eh

Each line ends with the Löwdin charge.
Geometry (Å):
C: 0.4873 -0.4622 1.1497  -0.50
C: -0.5088 -1.2488 0.7130  -0.05
O: 0.8493 0.6212 0.3395  -0.52
H: 1.0849 -0.5327 2.0711  0.09
F: -1.1954 0.8579 -4.0423  -0.60
H: -0.7210 -2.0699 1.4119  0.02
Cu: -0.5746 0.0248 -2.4365  0.51
Mg: 2.1314 1.9520 0.5019  1.33
Li: -1.5531 0.8577 0.2917  0.71

Cartesian forces, eV/Å:
-1.4 -1.3 -0.4
1.1 2.0 1.1
0.7 1.8 -0.6
-0.2 -0.1 -0.2
0.7 -0.7 1.8
-0.2 -0.1 -0.7
-0.6 0.3 -1.0
-0.6 -0.9 -0.1
0.5 -0.9 0.1

---

Record 3
A cluster of 2 separate species, C7H8BrFO in total. Source: the Open Molecules 2025 dataset; level of theory: wB97M-V/def2-TZVPD.

Properties
DFT total energy	-3020.5027	Eh

Each line ends with the Löwdin charge.
Geometry (Å):
C: -0.8430 0.8643 -0.7790  -0.04
C: 0.0062 1.4451 0.0809  -0.10
C: -0.3691 -1.5925 -0.5768  0.10
C: -1.1429 -0.5493 -0.8486  -0.36
C: 0.6739 0.7896 1.1831  -0.20
C: -2.0493 -3.2524 -3.9594  -0.57
C: 1.7704 1.2617 1.7701  0.03
O: -2.7926 -3.1942 -2.9502  -0.08
F: -2.3955 -0.8027 -1.3490  -0.02
Br: -1.3252 -1.5720 -4.5338  0.57
H: -1.3629 1.4643 -1.5154  0.12
H: 0.1964 2.5042 -0.0346  0.11
H: -0.7194 -2.6025 -0.7094  0.07
H: 0.2286 -0.1295 1.5407  0.10
H: 0.6381 -1.4543 -0.2421  0.07
H: 2.2502 2.1640 1.4272  0.06
H: 2.2346 0.7506 2.5952  0.05
H: -2.9820 -2.3465 -2.4845  0.09

Cartesian forces, eV/Å:
0.0 0.4 0.1
-0.4 0.0 -0.4
-0.3 0.1 -0.1
0.3 -0.7 0.0
0.3 -0.1 0.3
0.6 -1.2 -1.0
-0.1 -0.1 -0.1
-1.0 0.2 1.3
-0.1 0.1 0.1
0.1 0.8 0.0
0.1 0.1 0.0
0.0 0.1 -0.1
-0.1 -0.1 0.0
0.0 -0.1 0.1
0.3 0.1 0.0
0.1 0.2 -0.1
0.0 -0.1 0.2
0.4 0.2 -0.3

---

Record 4
A cluster of 2 separate species, C20H49N4O7P2S2 in total. Source: the Open Molecules 2025 dataset; level of theory: wB97M-V/def2-TZVPD.

Properties
total charge	+1
DFT total energy	-3015.6072	Eh

Each line ends with the Löwdin charge.
Geometry (Å):
C: -2.4413 5.2230 -3.1977  -0.18
C: -3.1475 5.3127 -4.7022  -0.25
C: -2.3545 4.2355 -5.6508  -0.22
C: -2.6435 2.6616 -5.2686  -0.21
C: -4.2315 2.2690 -5.1384  -0.20
C: -4.5284 0.7619 -5.7827  -0.20
C: -4.9099 -0.3663 -4.6358  -0.20
C: -3.6191 -1.3354 -4.3207  -0.21
C: -2.8328 -0.9718 -2.9193  -0.16
C: -1.5073 -1.9805 -2.7704  -0.13
N: -0.2426 -1.1862 -2.3896  -0.07
C: -0.0859 -0.7304 -1.0725  -0.21
N: 1.1647 0.0581 -0.8050  -0.23
C: 2.0955 -0.5694 0.1957  -0.23
O: 2.1157 0.1168 1.5277  -0.26
C: 2.9739 -0.6364 2.4656  -0.24
C: 4.3270 0.1626 2.9393  -0.10
P: 0.9058 1.7950 -0.5713  0.42
S: -0.4764 2.5874 -1.7120  0.23
N: -1.1820 -1.1144 -0.1203  -0.18
C: -1.9107 0.0463 0.4968  -0.12
P: -0.7535 -2.3992 1.0210  0.74
O: 0.1203 -3.5806 0.4175  -0.33
O: -0.0544 -1.7626 2.5250  -0.19
O: -2.2771 -3.1577 1.5305  -0.19
S: 1.0117 -0.8463 -3.6054  0.82
C: 2.6860 -1.6326 -3.1300  -0.12
O: 1.2213 0.6849 -3.8371  -0.38
O: 0.6692 -1.4454 -5.0060  -0.34
H: -2.8745 6.0559 -2.4718  0.08
H: -2.6979 4.1563 -2.7849  0.03
H: -1.2673 5.4122 -3.2812  0.08
H: -4.2838 5.0231 -4.5324  0.10
H: -3.0318 6.4398 -5.0379  0.11
H: -2.5800 4.4910 -6.7791  0.12
H: -1.1871 4.4194 -5.5098  0.12
H: -2.2032 2.0207 -6.1696  0.11
H: -2.0904 2.2917 -4.2991  0.07
H: -4.5214 2.1902 -3.9989  0.10
H: -4.9311 3.0736 -5.6309  0.11
H: -3.6516 0.4075 -6.5104  0.11
H: -5.4980 0.8576 -6.4712  0.11
H: -5.7550 -1.0609 -5.0774  0.11
H: -5.2787 0.1081 -3.6175  0.11
H: -3.9675 -2.4536 -4.2391  0.12
H: -2.8030 -1.2806 -5.1781  0.12
H: -2.4322 0.1505 -2.9686  0.11
H: -3.4836 -1.1087 -1.9507  0.12
H: -1.7156 -2.8758 -2.0112  0.15
H: -1.4095 -2.4995 -3.8322  0.14
H: 1.9696 -1.7426 0.3059  0.14
H: 3.2015 -0.4201 -0.2283  0.16
H: 2.3026 -0.8314 3.4317  0.13
H: 3.2541 -1.7261 2.0691  0.14
H: 4.2903 1.3017 2.6620  0.09
H: 4.3559 0.0959 4.1286  0.05
H: 5.3282 -0.3763 2.5818  0.09
H: 0.4860 2.0865 0.8066  0.01
H: 2.2097 2.4478 -0.7027  0.04
H: -2.8179 -0.3616 1.1370  0.12
H: -1.2535 0.7170 1.1946  0.09
H: -2.3411 0.6979 -0.4050  0.09
H: -0.7330 -1.1171 2.9263  0.10
H: -2.4398 -2.8174 2.4799  0.10
H: 3.4284 -0.7983 -2.7202  0.10
H: 3.2240 -2.0760 -4.0904  0.12
H: 2.4925 -2.4560 -2.3190  0.09
C: 3.4214 -2.9442 6.6313  -0.07
C: 4.3670 -1.7997 6.9866  -0.42
C: 4.5104 -1.5674 8.5090  -0.19
O: 3.3982 -0.8945 9.1078  -0.19
C: 2.2998 -1.7378 9.4156  -0.11
N: 3.9231 -0.5795 6.2949  0.03
H: 2.3683 -2.6729 6.7445  0.06
H: 3.5609 -3.2383 5.5840  0.07
H: 3.6193 -3.8243 7.2527  0.08
H: 5.3586 -2.0694 6.6025  0.14
H: 5.3724 -0.9095 8.6690  0.12
H: 4.7289 -2.5023 9.0402  0.12
H: 2.6181 -2.7366 9.7265  0.09
H: 1.6213 -1.7972 8.5621  0.07
H: 1.7457 -1.2827 10.2415  0.09
H: 4.6113 0.1565 6.4588  0.08
H: 3.0878 -0.2420 6.7834  0.08

Cartesian forces, eV/Å:
-0.3 0.5 -0.4
0.8 -0.2 1.6
0.4 0.6 0.3
-0.2 -0.3 -1.0
0.2 -0.7 0.2
-1.3 0.5 -0.2
0.7 -0.6 -0.5
0.4 -0.4 0.5
0.6 0.3 -0.1
-2.0 -1.2 -1.1
-0.7 0.2 4.6
0.0 -0.6 -2.5
-1.9 -1.4 1.4
2.8 -0.6 1.0
0.1 -2.0 -2.0
0.4 -1.0 1.9
0.1 -0.4 0.9
-1.0 1.9 -0.1
0.6 -0.8 0.4
2.5 0.1 0.3
-1.4 1.6 0.1
1.2 -5.5 1.1
-2.8 5.4 1.7
-3.4 0.1 -2.8
3.0 3.5 0.9
2.7 4.4 -8.6
1.3 -0.4 1.1
-1.0 -5.5 2.4
0.2 0.7 5.9
0.8 -1.9 -1.5
0.8 2.1 -0.5
-2.6 -0.6 0.2
2.3 0.7 -0.7
-0.4 -2.5 0.3
0.3 -0.9 2.2
-2.5 -0.3 -0.3
-0.8 1.4 1.9
-0.9 1.0 -1.9
0.5 0.4 -2.2
1.5 -1.6 0.9
-1.9 0.7 1.8
2.1 -0.2 1.4
1.7 1.5 1.1
0.6 -0.8 -2.2
0.7 2.1 -0.2
-1.8 0.0 1.7
-0.9 -2.3 0.1
1.1 0.3 -2.0
0.8 2.3 -1.4
0.6 1.4 2.3
-0.3 2.4 -0.3
-2.3 -0.3 0.6
1.5 0.5 -2.2
-0.7 2.4 0.5
0.1 -2.3 0.3
-0.2 0.1 -2.6
-2.3 1.4 0.4
0.9 -0.8 -1.0
-0.8 -1.2 0.2
1.9 0.6 -1.5
-1.1 -1.3 -1.4
1.0 -1.4 2.2
1.5 -1.1 -0.7
0.2 -1.0 -2.0
-2.1 -1.6 -0.7
-1.9 0.9 1.8
0.4 1.5 -1.6
0.0 -0.2 -0.2
-0.3 0.0 0.3
0.0 0.3 -0.1
0.4 -0.5 -0.2
-0.2 0.4 0.1
0.0 0.2 0.3
0.1 0.0 0.1
0.0 0.1 0.2
-0.1 0.1 -0.1
0.0 0.1 0.1
-0.2 0.0 0.0
-0.1 0.0 -0.1
0.0 0.0 -0.1
-0.1 -0.2 0.0
0.2 0.0 -0.1
-0.1 -0.1 0.0
0.2 -0.1 -0.2

---

Record 5
A cluster of 9 separate species, C18H27N9 in total. Source: the Open Molecules 2025 dataset; level of theory: wB97M-V/def2-TZVPD.

Properties
DFT total energy	-1194.7673	Eh
structure (SMILES)	CC#N.CC#N.CC#N.CC#N.CC#N.CC#N.CC#N.CC#N.CC#N

Each line ends with the Löwdin charge.
Geometry (Å):
C: 24.3941 12.0971 -15.1118  -0.12
C: 24.8718 12.0530 -13.7599  -0.29
N: 25.3807 12.0554 -12.7025  0.11
H: 25.2074 12.2401 -15.8232  0.07
H: 23.9143 13.0714 -15.2048  0.05
H: 23.6440 11.3252 -15.2835  0.07
C: 21.3835 15.0291 -19.1151  -0.09
C: 20.0352 15.0150 -19.5772  -0.31
N: 18.9010 15.0458 -19.9382  0.13
H: 21.2782 14.9576 -18.0326  0.05
H: 21.8610 15.9606 -19.4188  0.09
H: 21.9718 14.2196 -19.5471  0.07
C: 16.7710 17.4022 -16.8910  -0.05
C: 18.0919 16.6831 -16.8491  -0.20
N: 19.0863 16.0402 -16.8894  0.14
H: 16.0136 16.8575 -16.3272  0.08
H: 16.4499 17.4469 -17.9316  0.08
H: 16.8848 18.4229 -16.5259  0.08
C: 19.6332 12.3450 -16.2623  -0.06
C: 21.0016 12.2406 -16.8610  -0.24
N: 22.0920 12.1788 -17.2819  0.14
H: 18.9349 11.7742 -16.8743  0.04
H: 19.4216 13.4128 -16.3196  0.05
H: 19.5145 12.0055 -15.2333  0.05
C: 18.6211 12.2720 -12.1929  -0.08
C: 18.3756 13.6234 -12.7192  -0.23
N: 18.3243 14.7443 -13.1525  0.13
H: 17.7082 11.7036 -12.0153  0.08
H: 19.1817 12.2833 -11.2581  0.09
H: 19.1909 11.6488 -12.8822  0.07
C: 18.6208 12.1019 -21.7846  -0.08
C: 18.6742 11.4519 -20.5015  -0.29
N: 18.7069 10.8883 -19.5061  0.15
H: 17.7071 12.6935 -21.7284  0.08
H: 18.5808 11.4081 -22.6244  0.09
H: 19.5044 12.7326 -21.8824  0.08
C: 21.2038 16.2933 -13.6943  -0.08
C: 21.3893 14.8952 -13.9460  -0.27
N: 21.5194 13.7473 -14.1379  0.17
H: 20.5282 16.3027 -12.8391  0.07
H: 20.7443 16.6997 -14.5953  0.07
H: 22.0733 16.9351 -13.5523  0.09
C: 15.7760 10.2487 -17.6123  -0.07
C: 15.6131 11.5743 -17.0271  -0.32
N: 15.4166 12.6002 -16.6087  0.13
H: 16.6904 9.8329 -17.1892  0.08
H: 15.7136 10.3458 -18.6962  0.08
H: 14.8881 9.7389 -17.2381  0.08
C: 25.1096 12.9940 -18.6714  -0.09
C: 26.5575 12.8412 -18.6464  -0.30
N: 27.7012 12.7606 -18.6654  0.12
H: 24.7799 12.9299 -19.7084  0.08
H: 25.0266 14.0387 -18.3716  0.08
H: 24.6269 12.2806 -18.0035  0.04

Cartesian forces, eV/Å:
-0.6 1.2 -0.2
2.3 -0.2 3.2
-1.5 0.0 -2.5
0.1 -1.0 0.0
-0.6 -0.1 0.0
0.4 0.1 -0.5
0.6 0.1 0.2
-5.5 0.1 -2.2
4.5 -0.3 1.3
0.6 0.0 0.1
-0.1 0.1 0.2
-0.2 -0.2 0.3
1.0 -0.4 -0.2
2.2 -2.0 -0.2
-3.4 2.5 0.4
0.2 0.0 0.1
0.1 0.0 0.0
0.0 -0.2 0.1
0.6 0.2 -0.9
1.5 -0.6 0.2
-2.5 0.2 0.7
0.0 0.2 -0.2
-0.5 0.0 0.1
0.7 0.1 -0.1
-0.2 -0.4 0.0
0.3 4.9 -1.9
0.0 -5.5 2.2
-0.2 0.4 0.0
0.0 0.3 0.0
0.2 0.4 -0.2
-0.1 0.5 -0.1
0.3 -0.7 0.0
-0.1 -0.1 0.5
0.2 0.3 -0.5
-0.1 -0.1 0.2
-0.2 0.2 -0.1
-0.6 0.7 -0.3
1.3 -3.4 -0.6
-0.3 2.6 0.5
-0.1 0.6 -0.1
-0.6 0.1 0.2
0.3 -0.7 0.4
-0.6 0.7 0.7
0.5 -2.2 -1.4
-0.4 2.8 1.3
-0.1 -0.3 -0.6
0.4 -0.3 0.1
0.2 -0.6 -0.2
0.8 0.5 -0.1
0.3 -0.5 -0.3
0.1 0.0 0.1
-0.2 -0.3 0.2
-0.9 -0.1 0.3
-0.2 0.3 -0.2

---

Record 6
The molecule C11H9N3O. Source: the Open Molecules 2025 dataset; level of theory: wB97M-V/def2-TZVPD.

Properties
DFT total energy	-663.8372	Eh

Each line ends with the Löwdin charge.
Geometry (Å):
C: -2.5116 -1.9033 1.6293  -0.34
C: 1.2478 -1.6817 -2.0572  -0.02
C: -0.1401 -1.2316 -2.3342  -0.05
C: 1.6435 -1.9108 -0.6985  -0.06
C: -1.0349 -1.1201 -1.3370  0.00
C: 0.7271 -1.7677 0.3519  0.04
C: -0.4156 1.9152 1.9659  0.00
C: -0.5904 -1.1712 0.0667  -0.43
C: 0.1435 2.1874 0.6905  -0.38
C: -0.8155 0.5694 1.8315  0.15
C: 0.8866 3.3194 0.2282  -0.07
N: -1.5320 -1.8132 0.9756  0.22
N: 0.0492 1.1317 -0.1154  0.14
N: -0.5037 0.1681 0.5524  -0.13
O: -3.3981 -2.2682 2.2731  0.17
H: 2.0801 -1.6051 -2.7921  0.11
H: -0.4033 -1.2874 -3.3170  0.07
H: 2.5567 -2.4257 -0.6400  0.08
H: -1.9756 -0.7049 -1.5010  0.11
H: 1.0888 -1.8395 1.2524  0.06
H: -0.6141 2.5948 2.6467  0.04
H: 1.7310 3.6861 0.9630  0.12
H: 1.3977 2.8648 -0.6288  0.08
H: 0.3828 4.2933 -0.0058  0.09

Cartesian forces, eV/Å:
0.4 -0.9 -0.5
-0.5 1.3 0.9
2.5 -1.9 2.5
-3.0 -0.2 -0.8
1.7 -0.2 -0.6
1.2 -0.2 -7.1
0.1 -4.4 -3.8
-0.8 -0.7 1.6
-1.4 -1.6 1.3
0.8 1.6 -1.0
2.8 2.8 0.2
1.1 0.2 -1.3
1.3 1.1 -1.0
-1.6 1.4 3.3
-1.5 0.2 1.1
-1.1 -0.4 0.3
-1.0 0.6 -2.6
1.4 -0.1 0.9
-1.7 0.2 -0.3
1.2 -0.6 5.2
-0.7 2.7 3.5
-1.6 -1.1 -1.1
0.1 1.0 -0.3
0.0 -1.2 -0.1

---

Question: Number 1 is which compound?
Answer: C20H32FN3O5P2S